The following is a DFT calculation (ωB97M-V/def2-TZVPD) of a structure of composition C73H161N8O3 in a non-equilibrium geometry.

Total charge: +7
Relative energy (zero: lowest compared OMol25 entry of this formula, charge and spin) in kJ/mol: 619.2
Max |F| in eV Å⁻¹: 5.44
DFT total energy in eV: -96297.97287
Kohn-Sham gap in eV: 8.95

Geometry as XYZ:
```
245
Properties=species:S:1:pos:R:3:forces:R:3
C -1.916337 -3.197477 8.565927 0.160 -1.115 0.309
C -1.565285 -2.049055 7.618515 0.905 -0.849 0.312
C -2.730603 -1.558565 6.828470 -0.863 1.237 0.102
N -2.410882 -0.437108 5.711398 -2.370 -2.374 1.508
C -1.466893 -1.101722 4.698662 0.884 2.004 -0.605
C -0.962540 0.010746 3.745057 0.535 0.388 0.241
C -0.175275 1.092487 4.562663 -1.844 -1.008 -1.550
C -1.203344 1.851191 5.419869 0.341 -1.397 1.850
C -1.973188 0.870718 6.478879 1.553 0.375 -2.157
C -3.777180 -0.162070 5.051441 0.955 1.568 -0.153
H -2.429837 -4.016056 8.061599 -0.212 0.090 -0.219
H -2.446302 -3.038664 9.505086 -0.221 0.767 -0.290
H -0.985292 -3.660455 8.892905 0.155 0.130 -0.032
H -0.843246 -2.499495 6.937452 0.102 -0.007 -0.119
H -0.977061 -1.339004 8.199824 -0.437 0.532 -0.154
H -3.522959 -1.160655 7.462458 0.279 0.775 0.228
H -3.310040 -2.373423 6.394460 0.632 -0.176 -0.847
H -0.648499 -1.581364 5.235559 -0.042 0.382 0.136
H -1.891243 -1.886752 4.072753 -1.002 0.076 0.587
H -0.369530 -0.376504 2.916520 0.187 -0.367 0.173
H -1.811482 0.460372 3.230064 -0.108 0.075 0.041
H 0.620716 0.484783 4.993003 0.042 0.674 0.981
H 0.272743 1.864140 3.936617 0.150 -0.295 -0.352
H -0.566989 2.612508 5.871018 -0.710 0.090 0.962
H -1.939832 2.391290 4.824904 0.069 -0.233 -0.246
H -1.313060 0.581352 7.296561 0.036 -0.113 -0.287
H -2.887802 1.276335 6.911377 0.141 0.028 -0.222
H -3.521852 0.451812 4.187695 -0.282 -0.553 -0.478
H -4.367954 0.561547 5.613096 0.191 -0.388 0.702
H -4.427973 -1.010600 4.840348 0.729 -0.283 -0.007
C -3.453386 0.751241 -2.682627 -0.818 0.748 1.265
C -3.875624 1.094523 -1.218320 0.917 0.046 -0.161
C -3.532503 2.583846 -1.011496 -0.554 0.843 0.170
N -4.240763 3.277780 0.208724 -0.830 -1.335 0.258
C -3.619286 2.596435 1.505347 0.218 2.191 -0.024
C -2.139988 3.094084 1.781849 -1.619 -2.207 -1.199
C -1.892526 4.579000 1.787693 -1.608 0.266 0.581
C -2.711598 5.272703 0.666211 -0.117 -0.407 -1.406
C -4.227026 4.843708 0.353963 2.913 -0.614 1.195
C -5.717447 2.836538 0.139810 0.144 1.119 0.607
H -2.386088 0.971776 -2.701518 0.024 -0.430 -0.595
H -4.014236 1.435471 -3.319310 0.209 -0.097 -0.350
H -3.736060 -0.264725 -2.958344 0.427 0.030 0.051
H -3.158785 0.614793 -0.551926 -0.323 -0.628 0.122
H -4.884150 0.759232 -0.976298 0.067 0.307 -0.226
H -3.762310 3.178898 -1.895356 -0.312 0.109 0.104
H -2.448926 2.599777 -0.894442 -0.064 0.456 0.289
H -3.742344 1.521246 1.375250 0.370 0.096 -0.207
H -4.221894 2.882321 2.367460 -0.474 0.219 -0.255
H -1.596348 2.590515 0.982490 0.675 0.304 -0.006
H -1.837011 2.542966 2.672120 0.108 0.376 0.200
H -0.805879 4.664311 1.792628 -0.067 0.645 -0.708
H -2.206860 5.065063 2.711296 -0.090 -0.328 0.367
H -2.203139 5.049642 -0.271767 0.187 0.124 -0.254
H -2.710029 6.360674 0.732743 0.017 -0.048 0.261
H -4.559780 5.406711 -0.518049 -0.022 -0.707 -0.326
H -4.872857 5.141282 1.180077 -0.119 -0.577 0.069
H -6.259342 3.540929 0.770901 0.025 -0.466 0.513
H -5.806851 1.800070 0.465164 -0.101 0.373 0.012
H -6.211746 3.008594 -0.816311 0.726 -0.251 -0.423
C 1.700560 4.929730 0.095218 -0.307 -3.870 -1.316
C 2.119534 6.006095 0.932770 0.292 2.971 0.497
C 2.646398 7.091834 -0.012809 0.429 1.103 1.262
N 2.965210 8.442035 0.700862 -0.639 0.672 0.072
C 4.187083 8.410113 1.703429 -0.989 -1.400 0.623
C 4.669872 9.768555 2.251553 -1.360 -0.276 -1.168
C 5.048019 10.675901 1.077800 0.550 -0.151 0.315
C 3.862952 10.818410 0.159086 -1.169 -0.398 -0.238
C 3.345843 9.474716 -0.389874 -0.134 -0.029 1.263
C 1.588589 8.912341 1.333850 1.799 0.786 0.053
H 2.628201 4.385375 -0.081614 -0.262 -0.649 -0.723
H 1.204439 5.083241 -0.863114 0.159 0.761 -0.060
H 1.024965 4.226794 0.582604 0.200 -0.209 0.224
H 2.949560 5.670435 1.554466 -0.304 0.161 0.470
H 1.258728 6.341313 1.511326 0.375 0.400 0.311
H 1.915146 7.308948 -0.791410 -0.117 0.296 0.194
H 3.532985 6.740447 -0.540633 0.260 0.159 0.213
H 4.928018 7.753616 1.247214 0.314 0.607 -0.652
H 3.875216 7.762954 2.523195 -0.441 0.207 0.248
H 5.390851 9.646708 3.059903 0.278 -0.206 -0.413
H 3.793868 10.202530 2.733609 -0.067 0.189 0.235
H 5.873874 10.227961 0.525176 0.323 0.180 0.083
H 5.332370 11.654206 1.465297 0.212 -0.049 -0.212
H 4.014207 11.377705 -0.764169 0.489 0.299 0.189
H 3.091369 11.363170 0.703155 -0.284 -0.024 -0.119
H 4.182702 9.036485 -0.933661 -0.351 -0.261 -0.350
H 2.412348 9.586209 -0.941495 0.407 0.098 -0.502
H 1.350709 8.377000 2.253044 0.019 -0.370 -0.479
H 0.825787 8.941864 0.555790 0.093 -0.620 0.076
H 1.680749 9.952462 1.646495 0.374 -0.030 -0.091
C -3.244127 -1.960527 1.170981 -0.635 0.663 0.246
C -4.771472 -2.018883 1.402724 0.632 -2.527 0.655
C -5.127087 -3.588680 1.312456 -1.441 2.757 0.088
N -6.666773 -3.830502 1.606169 1.114 -1.766 0.047
C -6.863222 -5.326558 1.298415 -0.624 -0.039 0.181
C -8.240128 -5.848152 1.729769 0.828 -0.806 -0.708
C -9.324142 -5.170523 0.950774 -0.225 1.495 -0.252
C -9.025077 -3.645137 0.752762 -0.969 0.510 0.457
C -7.597255 -3.107659 0.616879 0.310 -0.459 0.367
C -6.988155 -3.611538 3.139869 0.796 1.257 -2.112
H -2.997582 -2.127267 0.122401 0.052 0.327 -0.030
H -2.665218 -2.689382 1.738202 -0.562 -0.188 0.155
H -2.867813 -1.002806 1.530502 0.188 0.183 -0.498
H -5.363321 -1.425797 0.705539 0.231 -0.194 -0.215
H -5.009276 -1.655958 2.402644 0.042 0.003 0.049
H -4.491481 -4.214845 1.938570 -0.460 0.232 0.646
H -4.828062 -3.878792 0.305226 -0.900 -0.247 -0.290
H -6.789713 -5.383634 0.212398 0.113 -0.162 -0.034
H -6.041813 -5.887027 1.744802 0.001 0.138 0.167
H -8.304617 -6.894297 1.430567 0.403 -0.232 0.262
H -8.391950 -5.843210 2.809130 0.069 0.200 -0.054
H -9.527453 -5.558889 -0.047198 0.583 -0.488 0.042
H -10.256544 -5.370274 1.478809 -0.163 0.645 -0.029
H -9.566119 -3.327755 -0.138672 0.048 0.176 -0.001
H -9.446468 -3.039105 1.554786 -0.348 -0.234 0.172
H -7.195550 -3.217438 -0.390429 0.301 -0.539 0.081
H -7.544022 -2.033558 0.794519 -0.216 -0.062 0.390
H -6.303761 -4.262434 3.683964 -0.366 0.036 0.074
H -8.047373 -3.698928 3.381795 0.244 -0.511 -0.303
H -6.742750 -2.555392 3.251299 0.107 -0.112 0.513
C 7.441629 -1.644787 3.728170 0.068 0.273 -0.473
C 6.498186 -1.119973 2.584406 1.124 -0.623 -0.116
C 5.339618 -0.326818 3.113413 -1.013 -0.217 -0.919
N 4.212234 0.177641 2.056189 -0.027 1.342 -0.230
C 4.836075 1.041057 0.880212 0.682 -0.448 0.824
C 5.557735 2.233990 1.429478 -0.345 0.395 0.910
C 4.634423 3.084890 2.323355 0.317 0.315 -0.617
C 3.898918 2.338344 3.435968 0.278 -0.049 -0.563
C 3.234550 1.037613 2.903313 1.152 0.397 0.050
C 3.403091 -0.953709 1.398162 1.812 1.312 1.090
H 7.582755 -0.848076 4.458531 0.082 -0.168 0.166
H 8.416325 -1.867499 3.294054 0.036 0.359 -0.150
H 7.223905 -2.591301 4.222977 -0.840 0.236 0.017
H 6.238974 -1.953685 1.931847 -0.331 -0.033 0.044
H 7.151625 -0.473511 1.998566 -0.127 0.153 -0.188
H 5.741024 0.558704 3.606183 -0.440 -0.045 -0.066
H 4.742734 -0.925434 3.801518 -0.015 0.138 0.137
H 5.555433 0.412183 0.355693 -0.156 -0.391 0.187
H 4.160447 1.426042 0.116393 -1.039 -0.656 0.504
H 6.455031 1.927978 1.967351 0.127 0.166 -0.083
H 5.825448 2.891950 0.602722 0.380 -0.279 -0.083
H 5.239723 3.938955 2.627154 -0.086 -0.123 0.712
H 3.916394 3.548610 1.646970 -0.454 -0.152 -0.057
H 4.550560 2.110062 4.279388 0.200 -0.157 -0.160
H 3.159034 2.991673 3.898383 -0.350 -0.116 -0.238
H 2.998339 0.477488 3.808057 -0.289 -0.477 -0.357
H 2.361886 1.195185 2.269500 -0.017 0.205 0.045
H 2.605199 -0.515284 0.798780 0.049 0.024 0.113
H 3.047091 -1.530929 2.251494 -0.061 -0.482 -0.490
H 4.186907 -1.391938 0.780352 -0.613 -0.814 -0.002
C -0.585334 4.086688 -8.398781 -0.405 -0.409 0.151
C -0.610393 4.060239 -6.852598 1.659 -0.064 0.082
C 0.342043 2.866783 -6.304124 -0.628 1.529 0.562
N 0.894191 2.883648 -4.825504 -2.873 0.243 1.524
C 1.624167 1.555801 -4.493870 -1.496 1.203 -1.281
C 2.896379 1.445478 -5.329300 -0.295 -0.493 -0.041
C 3.785276 2.686342 -5.246205 0.352 0.124 -0.091
C 3.039774 4.012832 -5.364316 -1.118 0.848 1.603
C 1.762394 4.066798 -4.501579 0.448 0.294 -0.838
C -0.410847 2.897592 -3.862638 1.416 0.929 -2.102
H -1.134915 3.201901 -8.720081 0.184 0.026 -0.476
H 0.383888 4.139393 -8.894693 0.223 -0.316 0.423
H -1.105672 4.959073 -8.794126 -0.269 -0.032 0.316
H -1.658126 3.980386 -6.562777 0.171 -0.328 0.345
H -0.256672 5.036994 -6.522569 0.140 -0.025 0.346
H 1.260618 2.863022 -6.890895 -0.489 -0.493 -0.309
H -0.284079 1.974561 -6.302650 0.582 -0.293 -0.442
H 0.929522 0.791684 -4.842708 -0.057 -0.099 -0.051
H 1.526307 1.480581 -3.410883 1.073 0.060 0.167
H 2.618241 1.148417 -6.340487 -0.122 0.335 -0.132
H 3.333043 0.527661 -4.935541 0.746 0.146 0.025
H 4.593922 2.856860 -5.956920 -0.002 -1.170 -0.371
H 4.302667 2.506090 -4.303915 -0.006 0.983 0.395
H 2.742111 4.391738 -6.342033 0.397 -0.760 -0.452
H 3.639739 4.837369 -4.979230 0.364 -0.116 -0.005
H 1.229159 4.997405 -4.695821 -0.346 -0.204 -0.373
H 2.011702 4.167699 -3.445288 -0.143 -0.955 0.223
H -1.105999 3.630268 -4.272570 0.130 0.003 -0.326
H -0.118204 3.313084 -2.898361 0.146 -1.000 0.204
H -0.853653 1.909598 -3.988693 0.250 0.092 0.777
C -0.316399 -3.146447 1.584342 1.206 0.150 -1.776
C -0.800901 -4.269781 0.598993 -0.718 -0.592 0.886
C -0.850244 -5.647584 1.331841 -0.158 -0.441 -1.113
N -1.334082 -6.904112 0.541956 0.170 -0.347 0.507
C -2.949912 -6.838340 0.471993 2.246 0.477 -0.979
C -3.596915 -7.723481 -0.575768 -0.767 -0.711 0.506
C -2.806556 -8.025939 -1.809723 0.453 0.498 -0.374
C -1.337157 -8.273103 -1.516641 1.112 0.057 -1.381
C -0.661651 -7.086913 -0.833829 -1.976 0.587 0.528
C -0.909987 -8.116813 1.339862 -1.060 0.061 1.011
H -0.708360 -3.136251 2.601378 -0.042 -0.480 -0.173
H -0.498996 -2.175820 1.123206 -0.647 0.042 0.038
H 0.771220 -3.074451 1.586161 0.216 -0.665 0.569
H -0.270399 -4.433073 -0.339086 0.815 0.628 0.345
H -1.761922 -3.911036 0.230423 -0.389 -0.572 0.216
H -1.501338 -5.618331 2.205531 0.191 0.024 0.106
H 0.160103 -5.949490 1.607807 0.011 0.325 0.315
H -3.073293 -5.825968 0.087309 -0.045 0.229 0.290
H -3.285064 -6.882851 1.508235 0.001 -0.347 -0.134
H -4.454321 -7.141650 -0.914052 -0.402 -0.310 0.255
H -3.930548 -8.729935 -0.323097 -0.240 0.396 1.321
H -2.947018 -7.178120 -2.480216 0.493 -0.073 -0.438
H -3.307970 -8.887519 -2.250597 0.422 0.061 -0.344
H -0.799859 -8.372043 -2.459838 -0.088 0.126 -0.339
H -1.084139 -9.243750 -1.090134 -0.366 0.134 0.547
H -0.922686 -6.151633 -1.329002 0.108 -0.141 -0.532
H 0.423609 -7.140571 -0.747668 -0.140 -0.205 0.425
H -1.209408 -7.900116 2.365282 -0.013 -0.285 0.078
H 0.154722 -8.349679 1.356090 0.036 0.515 -0.471
H -1.450198 -8.999164 0.996776 0.017 0.214 0.031
C 1.715773 -2.367831 -3.030139 -1.048 -0.824 -0.740
C 2.922935 -3.308631 -3.271129 -0.662 1.630 2.445
C 2.906449 -4.011119 -4.568264 1.775 -2.327 -0.945
N 4.321621 -4.625508 -4.944499 -0.732 0.427 -1.647
C 5.221635 -3.405113 -5.248196 -0.191 -1.024 1.063
C 6.544566 -3.731218 -5.968987 -0.590 0.393 1.182
C 6.325460 -4.478928 -7.254883 -0.623 1.156 -0.611
C 5.394379 -5.660795 -7.056194 0.509 -0.505 0.968
C 4.071714 -5.406007 -6.303527 0.700 0.370 0.426
C 4.918796 -5.619238 -3.871983 -1.177 1.951 -1.945
H 1.480052 -1.988859 -2.035700 0.933 -0.036 0.231
H 0.857402 -3.016871 -3.203467 -0.474 0.154 -0.346
H 1.607485 -1.517925 -3.703966 0.304 -0.089 -0.131
H 2.808927 -4.047918 -2.478315 0.306 -0.236 0.031
H 3.807362 -2.737793 -2.988231 0.328 -0.191 -0.595
H 2.582820 -3.507887 -5.479378 0.093 0.422 0.348
H 2.323770 -4.929312 -4.494066 -0.461 0.168 0.035
H 4.545159 -2.700464 -5.731887 0.330 -0.070 -0.585
H 5.353712 -3.007461 -4.241954 0.614 0.230 -0.173
H 7.001807 -2.755330 -6.132304 0.191 -0.061 -0.163
H 7.213340 -4.258792 -5.288908 -0.019 -0.110 0.143
H 5.942661 -3.704175 -7.919209 -0.085 -0.332 -0.640
H 7.275712 -4.856478 -7.632489 -0.114 0.168 -0.181
H 5.224730 -6.235869 -7.966473 -0.191 0.171 0.025
H 6.095002 -6.241201 -6.455913 -0.622 -1.000 0.260
H 3.380025 -4.870020 -6.953445 0.206 0.815 0.247
H 3.459478 -6.267958 -6.038405 0.614 -0.460 0.135
H 5.098415 -5.009662 -2.986402 0.005 -0.408 0.047
H 5.838655 -5.988508 -4.325415 -0.222 -0.245 0.374
H 4.105887 -6.341709 -3.799062 0.539 -0.289 0.467
O -0.757040 -0.063423 0.040514 -2.387 -1.464 3.677
C 0.052343 0.712225 -0.605431 3.315 4.274 0.537
O 0.109426 0.366371 -1.775055 0.677 -0.746 -4.573
O 0.616075 1.676694 -0.105272 0.701 1.065 1.549
H -0.901433 -0.338648 -0.867780 -2.290 -3.065 -1.099
```
Forces are in eV/Å.

Atom charges from the Mulliken analysis, given in e for atoms 1 to 2: C -1.56; C 0.02